# 1
114
Properties=species:S:1:pos:R:3 method="wB97M-V/def2-TZVPD" charge=-2 homo_lumo_gap_ev=5.16 fmax_ev_per_a=1.94
Cs 2.25 1.29 1.30
Se -0.68 0.51 3.32
P -2.81 0.51 3.17
Se -3.83 0.21 1.29
C -3.36 2.14 3.82
C -3.81 2.33 5.11
C -4.15 3.60 5.56
C -4.02 4.70 4.72
C -3.55 4.51 3.43
C -3.23 3.24 2.98
C -3.55 -0.65 4.39
C -4.94 -0.79 4.45
C -5.52 -1.63 5.37
C -4.73 -2.36 6.25
C -3.35 -2.23 6.20
C -2.76 -1.37 5.27
H -3.90 1.49 5.79
H -4.50 3.74 6.58
H -4.27 5.69 5.07
H -3.41 5.36 2.77
H -2.85 3.10 1.97
H -5.55 -0.25 3.74
H -6.60 -1.73 5.41
H -5.18 -3.03 6.98
H -2.72 -2.80 6.87
H -1.69 -1.25 5.21
C -1.28 -6.13 -0.90
N -1.13 -4.87 -1.61
C -0.97 -5.02 -3.03
C -0.59 -3.77 -0.93
N 0.41 -3.06 -1.30
C 1.43 -3.55 -2.09
C 2.02 -4.76 -1.78
C 3.11 -5.27 -2.51
C 3.63 -4.55 -3.54
C 3.09 -3.28 -3.87
C 3.71 -2.51 -4.89
C 3.26 -1.25 -5.17
C 2.15 -0.73 -4.50
C 1.48 -1.47 -3.54
N 0.40 -0.92 -2.87
C -0.56 -0.31 -3.45
N -0.97 -0.45 -4.79
C -0.66 -1.65 -5.53
C -1.02 0.74 -5.62
N -1.34 0.56 -2.73
C -2.74 0.78 -3.00
C -0.96 0.92 -1.38
C 1.98 -2.77 -3.17
N -1.29 -3.42 0.19
C -0.80 -2.34 1.04
C -2.71 -3.68 0.35
H -2.19 -6.64 -1.21
H -1.34 -5.95 0.17
H -0.43 -6.79 -1.10
H -1.88 -5.47 -3.44
H -0.11 -5.63 -3.31
H -0.84 -4.04 -3.48
H 1.64 -5.31 -0.92
H 3.54 -6.22 -2.23
H 4.49 -4.91 -4.10
H 4.58 -2.92 -5.40
H 3.77 -0.65 -5.91
H 1.81 0.27 -4.70
H -0.64 -2.50 -4.85
H 0.30 -1.61 -6.05
H -1.45 -1.81 -6.27
H -1.17 1.62 -5.00
H -1.84 0.67 -6.34
H -0.08 0.87 -6.18
H -3.03 0.35 -3.96
H -2.97 1.85 -3.01
H -3.36 0.32 -2.22
H -1.67 0.53 -0.65
H -0.93 2.01 -1.26
H 0.02 0.50 -1.15
H 0.27 -2.24 0.92
H -1.04 -2.56 2.08
H -1.28 -1.40 0.78
H -3.11 -4.16 -0.54
H -3.23 -2.74 0.53
H -2.89 -4.33 1.21
Cl 3.09 4.69 4.51
C 2.19 5.40 3.19
C 2.19 6.78 3.06
C 1.49 7.40 2.06
Cl 1.51 9.16 1.95
C 0.76 6.64 1.12
C 0.02 7.19 0.05
C -0.62 6.37 -0.82
C -0.52 4.98 -0.64
N 0.14 4.43 0.35
C 0.77 5.23 1.24
C 1.47 4.53 2.34
O 1.41 3.29 2.44
H 2.75 7.38 3.77
H -0.02 8.27 -0.06
H -1.20 6.77 -1.65
H -1.01 4.30 -1.33
C 4.85 0.55 -1.79
C 5.49 0.45 -0.44
C 6.82 0.63 -0.09
C 6.87 0.45 1.32
C 5.57 0.17 1.72
C 5.08 -0.19 3.09
N 4.72 0.17 0.65
H 5.60 0.46 -2.59
H 4.34 1.51 -1.95
H 4.11 -0.24 -1.94
H 7.63 0.87 -0.76
H 7.74 0.50 1.96
H 5.84 0.07 3.84
H 4.86 -1.26 3.19
H 4.17 0.34 3.38

***

# 2
142
Properties=species:S:1:pos:R:3 method="wB97M-V/def2-TZVPD" charge=0 homo_lumo_gap_ev=6.86 smiles="C[C@H](Cc1c(CCN)ccc2ncc(P(N)O)nc12)OCc1ccccc1.O=C1OC[C@@H](F)O1.O=C1OC[C@@H](F)O1.O=C1OC[C@@H](F)O1.O=C1OC[C@@H](F)O1.O=C1OC[C@@H](F)O1.O=C1OC[C@@H](F)O1.O=C1OC[C@@H](F)O1.O=C1OC[C@@H](F)O1.O=C1OC[C@@H](F)O1" fmax_ev_per_a=7.37
C -2.09 -3.39 1.14
C -1.31 -2.16 0.32
C 0.21 -2.69 0.04
C 1.15 -1.69 -0.85
C 1.12 -1.75 -2.52
C 0.15 -2.83 -3.33
C -0.11 -2.20 -4.83
N -1.26 -2.83 -5.59
C 2.11 -0.73 -3.34
C 3.08 0.30 -2.50
C 3.14 0.37 -0.84
N 4.11 1.35 -0.24
C 4.05 1.23 1.25
C 3.07 0.26 2.12
P 3.13 0.24 4.05
N 4.44 1.29 4.67
O 1.61 1.00 4.54
N 2.09 -0.69 1.47
C 2.15 -0.64 -0.03
O -1.39 -0.86 1.03
C -2.75 -0.58 1.53
C -3.12 1.03 1.61
C -2.12 2.26 1.17
C -2.73 3.80 1.29
C -4.28 4.13 1.82
C -5.28 2.88 2.31
C -4.65 1.37 2.17
H -3.26 -3.29 1.07
H -1.68 -3.38 2.24
H -1.81 -4.38 0.54
H -1.87 -2.02 -0.71
H 0.11 -3.71 -0.57
H 0.74 -2.98 1.07
H -0.89 -2.99 -2.82
H 0.73 -3.88 -3.39
H 0.87 -2.23 -5.51
H -0.37 -1.05 -4.71
H -2.05 -3.00 -4.91
H -1.61 -2.08 -6.22
H 2.21 -0.69 -4.53
H 3.81 1.02 -3.12
H 4.80 1.92 1.88
H 3.94 2.08 5.18
H 4.91 0.74 5.43
H 1.42 1.81 3.99
H -2.78 -0.97 2.65
H -3.61 -1.07 0.86
H -1.03 2.05 0.78
H -2.01 4.69 0.95
H -4.66 5.26 1.85
H -6.39 3.08 2.71
H -5.36 0.47 2.51
O 1.43 7.57 4.33
C 1.92 6.45 4.27
O 2.24 5.81 3.11
C 2.89 4.61 3.48
C 2.39 4.38 4.86
F 3.32 3.76 5.62
O 2.20 5.68 5.37
H 3.97 4.76 3.44
H 2.62 3.79 2.80
H 1.44 3.83 4.91
O 5.46 -1.05 3.22
C 5.55 -2.27 3.11
O 4.50 -3.09 2.80
C 5.05 -4.38 2.64
C 6.30 -4.31 3.43
F 7.26 -5.10 2.90
O 6.71 -2.96 3.29
H 5.23 -4.57 1.58
H 4.36 -5.15 3.02
H 6.18 -4.54 4.50
O -0.22 -5.50 -2.08
C 0.15 -6.34 -2.88
O 1.39 -6.37 -3.46
C 1.45 -7.56 -4.22
C 0.01 -7.86 -4.48
F -0.20 -9.19 -4.55
O -0.64 -7.37 -3.32
H 1.94 -8.34 -3.63
H 2.02 -7.41 -5.14
H -0.39 -7.36 -5.37
O -5.83 -0.01 -3.21
C -5.83 1.13 -2.77
O -5.27 2.20 -3.42
C -5.61 3.34 -2.65
C -5.86 2.77 -1.30
F -6.80 3.49 -0.64
O -6.39 1.49 -1.58
H -6.49 3.82 -3.09
H -4.78 4.07 -2.65
H -4.97 2.67 -0.68
O 5.61 5.79 3.81
C 5.96 6.06 4.95
O 5.11 6.10 6.02
C 5.92 6.32 7.16
C 7.13 6.97 6.58
F 8.24 6.66 7.29
O 7.24 6.38 5.30
H 6.15 5.37 7.64
H 5.41 6.97 7.88
H 7.05 8.06 6.47
O -1.34 -6.07 -6.29
C -2.40 -6.51 -6.71
O -3.58 -5.83 -6.67
C -4.52 -6.63 -7.36
C -3.93 -8.00 -7.25
F -4.24 -8.74 -8.33
O -2.54 -7.75 -7.26
H -4.61 -6.29 -8.40
H -5.51 -6.57 -6.89
H -4.21 -8.53 -6.33
O -6.84 -0.93 3.13
C -7.86 -0.36 2.76
O -8.25 -0.26 1.46
C -9.52 0.35 1.47
C -9.52 1.08 2.77
F -10.76 1.14 3.29
O -8.73 0.26 3.60
H -10.30 -0.42 1.42
H -9.64 1.02 0.62
H -9.08 2.08 2.72
O 13.27 7.34 4.43
C 12.09 7.38 4.12
O 11.17 6.45 4.52
C 9.91 6.93 4.07
C 10.29 7.83 2.95
F 9.42 8.86 2.84
O 11.54 8.35 3.35
H 9.42 7.46 4.89
H 9.27 6.10 3.75
H 10.39 7.33 1.98
O -6.10 -4.55 -7.91
C -6.10 -3.41 -7.47
O -5.54 -2.34 -8.12
C -5.87 -1.20 -7.36
C -6.13 -1.78 -6.01
F -7.07 -1.06 -5.35
O -6.66 -3.05 -6.29
H -6.76 -0.72 -7.79
H -5.05 -0.48 -7.35
H -5.24 -1.88 -5.38

***

# 3
114
Properties=species:S:1:pos:R:3 method="wB97M-V/def2-TZVPD" charge=+1 homo_lumo_gap_ev=6.73 fmax_ev_per_a=9.73
C 3.06 1.61 2.49
C 2.83 0.31 1.84
N 1.88 -0.67 2.51
C 2.04 -1.20 3.84
C 0.86 -1.86 4.15
N 0.03 -1.67 3.24
C 0.56 -0.91 2.35
C -1.32 -2.25 3.14
H 2.10 2.28 2.57
H 3.95 1.96 1.72
H 3.43 1.61 3.45
H 3.74 -0.05 1.71
H 2.41 0.39 0.83
H 2.95 -1.26 4.37
H 0.65 -2.69 5.00
H 0.06 -0.50 1.41
H -1.61 -2.82 4.05
H -1.52 -2.74 2.12
H -1.99 -1.46 3.26
N 6.69 4.15 -1.52
C 6.56 3.03 -0.91
C 5.43 2.26 -0.62
C 4.15 2.87 -1.03
C 4.21 4.05 -1.64
C 5.49 4.70 -1.87
H 7.59 2.58 -0.58
H 5.37 1.41 -0.16
H 3.38 2.38 -0.67
H 3.43 4.63 -1.82
H 5.49 5.81 -2.34
C -7.00 0.56 0.62
C -7.88 -0.37 1.31
C -7.25 -1.39 2.17
C -5.75 -1.38 2.25
C -5.00 -0.50 1.48
C -5.59 0.54 0.74
O -4.85 1.42 0.01
O -8.01 -2.21 2.81
H -7.66 0.95 -0.13
H -8.92 -0.43 1.30
H -5.55 -1.98 3.07
H -3.95 -0.59 1.50
H -3.90 1.39 0.05
H -8.87 -1.95 2.97
C -2.10 -1.22 -3.78
C -1.75 -0.81 -2.35
C -2.23 -1.60 -1.26
C -3.20 -2.60 -1.44
C -3.63 -2.88 -2.75
C -3.13 -2.30 -3.96
O -3.53 -2.74 -5.19
O -1.85 -1.21 0.04
H -1.62 -0.73 -4.54
H -0.92 0.12 -2.32
H -3.86 -3.04 -0.58
H -4.52 -3.52 -2.97
H -3.34 -2.14 -5.94
H -2.09 -0.40 0.06
C -0.32 -6.79 0.77
C -1.32 -5.90 1.49
C -2.67 -6.16 1.19
C -3.04 -7.06 0.14
C -2.09 -7.77 -0.51
C -0.75 -7.82 -0.11
O 0.11 -8.51 -0.79
O -3.59 -5.42 1.70
H 0.69 -6.51 1.07
H -1.02 -5.22 2.24
H -4.02 -7.11 -0.17
H -2.35 -8.45 -1.37
H 0.78 -8.49 -0.26
H -4.32 -5.23 1.18
C 3.56 -3.43 1.05
C 3.84 -2.39 -0.06
C 2.90 -1.85 -0.91
C 1.56 -2.33 -0.92
C 1.16 -3.27 0.09
C 2.17 -3.79 1.09
O 1.62 -4.56 2.04
O 3.23 -1.11 -1.95
H 4.43 -3.76 1.55
H 4.76 -2.12 -0.17
H 0.91 -1.79 -1.50
H 0.08 -3.43 0.45
H 2.12 -4.90 2.76
H 2.51 -1.07 -2.54
C 0.82 4.49 -3.31
C 0.87 3.61 -2.09
C 1.00 2.17 -2.13
C 1.02 1.65 -3.46
C 1.15 2.44 -4.62
C 0.97 3.83 -4.58
O 0.99 4.70 -5.73
O 0.93 1.42 -1.02
H 0.60 5.39 -2.97
H 0.94 4.20 -1.15
H 1.23 0.67 -3.54
H 1.39 1.91 -5.40
H 0.52 4.16 -6.41
H 0.32 1.94 -0.21
C 0.27 6.37 0.94
C 1.41 5.82 1.88
C 2.67 6.44 1.80
C 2.88 7.66 1.06
C 1.78 8.19 0.37
C 0.57 7.59 0.28
O -0.39 8.11 -0.53
O 3.75 6.00 2.50
H -0.80 5.94 0.88
H 1.28 5.06 2.47
H 3.83 8.19 1.25
H 2.06 9.08 -0.27
H -1.38 7.76 -0.56
H 4.42 6.51 2.92

***

# 4
108
Properties=species:S:1:pos:R:3 method="wB97M-V/def2-TZVPD" spin_multiplicity=2 charge=+1 homo_lumo_gap_ev="7.37 / 5.90" s_squared=0.755 fmax_ev_per_a=0.95
Ti 1.66 -1.38 -0.05
C 2.08 -1.14 4.69
Sb 2.00 -2.38 2.95
C 0.11 -1.47 2.34
C 1.12 -4.12 3.94
C -0.35 -4.25 3.73
C -1.23 -3.66 4.63
C -2.60 -3.68 4.44
C -3.12 -4.32 3.33
C -2.27 -4.92 2.42
C -0.88 -4.89 2.60
C -0.01 -5.55 1.57
Sb 0.74 -4.22 0.06
C 1.91 -5.57 -1.08
C -1.01 -4.29 -1.13
H 1.09 -1.14 5.14
H 2.36 -0.13 4.40
H 2.81 -1.53 5.39
H -0.74 -2.03 2.71
H -0.03 -1.42 1.25
H 0.09 -0.44 2.70
H 1.35 -3.98 5.00
H 1.67 -4.99 3.58
H -0.82 -3.17 5.51
H -3.26 -3.22 5.17
H -4.19 -4.37 3.17
H -2.67 -5.45 1.57
H -0.58 -6.27 0.98
H 0.84 -6.07 2.01
H 1.29 -6.44 -1.29
H 2.80 -5.87 -0.53
H 2.21 -5.09 -2.01
H -1.13 -5.30 -1.52
H -0.93 -3.59 -1.96
H -1.88 -4.03 -0.52
N 1.21 -1.90 -2.01
C 1.56 -1.55 -3.07
C 1.84 -1.01 -4.29
C 2.79 -1.59 -5.16
N 3.56 -2.08 -5.87
C 1.17 0.22 -4.54
N 0.55 1.19 -4.55
C 6.33 -1.94 -1.22
C 5.70 -2.91 -0.45
C 4.35 -2.79 -0.14
C 3.61 -1.71 -0.61
C 4.24 -0.75 -1.40
C 5.59 -0.86 -1.70
H 7.38 -2.03 -1.45
H 6.27 -3.75 -0.08
H 3.89 -3.57 0.46
H 3.69 0.10 -1.79
H 6.07 -0.10 -2.31
C -4.38 6.29 -4.45
C -3.57 5.19 -3.83
C -2.18 5.23 -3.82
C -1.42 4.21 -3.26
C 0.08 4.35 -3.27
C -2.08 3.12 -2.70
Te -0.98 1.46 -1.97
N 1.04 0.42 -0.62
C 1.83 0.89 0.29
O 2.27 -0.01 1.17
C 2.38 2.26 0.39
C 2.40 3.07 -0.74
C 2.96 4.34 -0.67
C 3.48 4.79 0.54
C 3.47 3.97 1.66
C 2.93 2.70 1.59
C -1.75 1.48 -0.03
C -2.27 0.27 0.47
C -2.27 -1.01 -0.32
C -2.85 0.26 1.73
C -2.92 1.41 2.51
C -3.58 1.39 3.86
C -2.36 2.58 2.01
C -1.77 2.64 0.76
C -1.17 3.95 0.30
C -3.48 3.03 -2.70
C -4.24 1.85 -2.15
C -4.20 4.08 -3.27
H -3.78 7.18 -4.61
H -5.24 6.55 -3.83
H -4.77 5.97 -5.43
H -1.68 6.08 -4.27
H 0.40 5.13 -3.96
H 0.57 3.42 -3.58
H 0.45 4.61 -2.27
H 2.02 2.69 -1.68
H 3.00 4.96 -1.55
H 3.92 5.78 0.60
H 3.90 4.32 2.59
H 2.93 2.04 2.45
H -1.34 -1.17 -0.88
H -3.08 -1.04 -1.05
H -2.40 -1.86 0.36
H -3.25 -0.67 2.12
H -3.95 0.40 4.11
H -4.41 2.09 3.89
H -2.88 1.70 4.64
H -2.38 3.48 2.62
H -0.94 4.57 1.16
H -1.87 4.50 -0.34
H -0.25 3.80 -0.26
H -3.81 0.90 -2.47
H -5.27 1.87 -2.49
H -4.24 1.86 -1.05
H -5.28 4.02 -3.28